Formula: C9H14Cl6F3NO3
Source: the Open Molecules 2025 dataset
Level of theory: the ωB97M-V functional and the def2-TZVPD basis

Last column: natural (NBO) charge in e.
Positions of all 36 atoms, in Å:
C -9.75 -6.04 -8.15  -0.649
C -10.21 -4.60 -7.85  -0.073
O -11.18 -4.49 -6.81  -0.507
C -12.49 -4.93 -6.96  0.694
O -13.00 -5.34 -7.97  -0.534
C -13.26 -5.08 -5.64  0.906
F -12.35 -5.38 -4.63  -0.319
F -13.81 -3.88 -5.36  -0.309
F -14.20 -5.96 -5.83  -0.277
H -10.47 -6.46 -8.85  0.223
H -9.65 -6.68 -7.27  0.218
H -8.81 -6.02 -8.71  0.225
H -10.68 -4.18 -8.74  0.192
H -9.41 -3.93 -7.54  0.200
Cl -12.91 -5.73 -11.76  -0.018
C -12.04 -7.34 -11.58  -0.254
Cl -12.56 -8.09 -10.04  0.022
Cl -10.28 -7.31 -11.85  0.031
H -12.49 -7.92 -12.39  0.226
Cl -8.67 -2.74 -4.85  0.022
C -8.00 -4.36 -4.78  -0.292
Cl -7.40 -4.72 -3.15  0.025
Cl -6.80 -4.57 -6.07  0.015
H -8.87 -5.00 -4.92  0.234
C -17.67 -9.11 -6.93  -0.428
N -17.24 -9.10 -5.51  -0.423
C -17.89 -10.03 -4.56  -0.420
C -16.65 -7.98 -5.09  0.520
O -16.47 -7.72 -3.89  -0.630
H -17.03 -8.68 -7.70  0.223
H -18.57 -8.49 -6.91  0.188
H -18.10 -10.07 -7.22  0.213
H -18.01 -11.00 -5.04  0.197
H -17.25 -10.12 -3.67  0.241
H -18.93 -9.84 -4.28  0.198
H -16.53 -7.26 -5.92  0.120

Properties
Strongest force on any atom in hartree/bohr: 0.063
LUMO level in hartree: 0.00925
Multiplicity: 1
HOMO in eV: -9.262
E in eV: -100478.6394
Energy above the lowest of the compared OMol25 structures with the same formula, charge and spin in kcal per mole: 0.4